The following is a DFT calculation (ωB97M-V with the def2-TZVPD basis set) of C3H3FS2 as an isolated structure at a distorted geometry.

Each line ends with the Löwdin charge.
Geometry (Å):
S: 0.2577 1.1253 1.6726  0.714
S: -1.4801 -0.6931 -0.0634  0.905
F: 1.8444 0.3321 -1.1745  0.010
C: -0.3800 -0.8069 -1.5226  -0.388
C: -0.0031 0.1314 0.4615  -1.112
C: 0.8213 -0.4462 -0.7008  -0.481
H: 1.3071 -1.3721 -0.3168  0.162
H: -0.6767 -0.0188 -2.2502  0.099
H: -0.3010 -1.7836 -2.0393  0.092

## Properties
lowest unoccupied orbital energy: -0.41 eV
F_max: 0.0417 Eh/bohr
highest occupied orbital energy: -8.979 eV
orbital gap: 8.57 eV
energy: -1012.314347 Ha
ΔE to the lowest compared entry with this formula, charge and spin: 2.32 kJ/mol
M: 122.19 g mol⁻¹

The following is a DFT calculation (ωB97M-V with the def2-TZVPD basis set) of C26H27CrN6O2S as an isolated structure at a distorted geometry.

Each line ends with the Mulliken spin population.
Geometry (Å):
Cr: 0.1231 -0.9181 -0.4128  3.173
S: 1.3427 -3.0790 -0.7795  -0.036
O: 2.0616 -0.3939 0.1896  0.042
O: -2.6499 -1.2501 -1.3185  -0.020
N: 0.9823 1.7959 -1.4218  0.124
N: 3.0664 -1.2811 0.1830  0.313
N: 0.1438 -0.6304 -2.2426  -0.128
N: -0.4202 -1.2579 1.4107  -0.035
N: -0.3507 -0.1582 -4.6482  0.002
N: -1.1336 0.7646 -0.0618  0.096
C: 3.9784 -3.4440 -0.1822  0.103
C: -4.0335 -1.3763 -1.1326  -0.002
C: -3.1557 1.0943 1.1834  0.189
C: -0.2081 2.4683 -1.4863  0.148
C: -0.8724 -2.0080 3.6315  0.031
C: -1.8480 -1.1341 1.0952  -0.035
C: -3.3014 2.3731 0.6148  0.003
C: -2.0714 0.3311 0.7689  -0.119
C: -0.7864 -1.3208 -5.3972  0.008
C: -0.0253 -1.6330 2.6075  0.006
C: -1.7811 -1.8047 -0.3170  -0.135
C: -2.3676 2.8148 -0.2880  0.081
C: -1.2418 2.0138 -0.6255  0.093
C: -0.0910 -0.4007 -3.3596  0.161
C: -0.3489 3.5617 -2.3937  0.070
C: 5.4112 -1.6456 0.5330  -0.180
C: 0.6230 0.6874 -5.3124  -0.006
C: 2.9092 -2.5863 -0.2289  0.028
C: 0.7174 3.9686 -3.1531  -0.017
C: 1.9849 2.2102 -2.1531  -0.094
C: -2.2596 -2.0969 3.3448  -0.010
C: -1.9792 -3.3125 -0.1822  0.029
C: 1.9476 3.2998 -3.0257  0.233
C: 5.2632 -3.0044 0.2419  0.347
C: -2.7481 -1.7142 2.1478  0.035
C: 4.3404 -0.8036 0.4868  0.263
H: 3.8225 -4.4673 -0.4865  0.002
H: 0.0383 -2.0224 -5.5957  -0.001
H: -1.3051 4.0559 -2.5131  0.039
H: -4.4983 -0.7317 -1.8831  0.003
H: -1.5489 -1.8361 -4.8140  -0.002
H: -1.2305 -3.6994 0.5045  -0.010
H: -2.9222 -2.5252 4.0963  -0.001
H: -4.3886 -2.4088 -1.2865  -0.001
H: 1.5669 0.1605 -5.5163  0.003
H: -3.7976 -1.8441 1.9075  0.005
H: 6.3873 -1.2485 0.7870  -0.010
H: 1.0563 -1.6762 2.7405  -0.004
H: 0.2038 1.0410 -6.2588  -0.002
H: -4.3540 -1.0362 -0.1407  0.003
H: 2.9041 1.6438 -2.0413  0.013
H: -1.8420 -3.7917 -1.1512  -0.004
H: -1.2158 -1.0007 -6.3519  0.000
H: -2.9662 -3.5818 0.2119  0.000
H: 0.6177 4.7925 -3.8569  0.000
H: 0.8372 1.5425 -4.6696  0.007
H: 2.8176 3.6146 -3.5911  0.037
H: 4.3771 0.2596 0.6618  0.037
H: -3.8569 0.7019 1.9088  0.016
H: -4.1465 3.0023 0.8912  0.008
H: -2.4601 3.8046 -0.7179  0.035
H: 6.0874 -3.6988 0.3205  0.063
H: -0.4810 -2.3112 4.5923  0.005

## Properties
2S+1: 6
lowest unoccupied orbital energy (spin up / spin down): 4.47 / 4.45 eV
F_max: 0.1003 Eh/bohr
expectation value of S²: 8.844
highest occupied orbital energy (spin up / spin down): 1.776 / -0.528 eV
orbital gap (spin up / spin down): 2.70 / 4.98 eV
energy: -2928.482404 Ha
ΔE to the lowest compared entry with this formula, charge and spin: 20.71 kJ/mol
M: 539.61 g mol⁻¹
charge: -2

The following is a DFT calculation (ωB97M-V with the def2-TZVPD basis set) of C4H5NO2 in the gas phase.

Each line ends with the Löwdin charge.
Geometry (Å):
O: -1.5906 -1.2706 -0.3269  -0.051
O: -1.7052 -2.8792 1.0082  0.045
N: 1.3488 0.7313 -0.4729  0.043
C: -0.8403 -2.0395 0.4547  -0.135
C: -0.8971 -0.2964 -1.0397  -0.130
C: 0.2547 0.2255 -0.6807  -0.115
C: 1.4607 2.0045 0.2278  -0.107
H: 0.4909 2.4938 0.3780  0.080
H: -1.1778 -3.4631 1.5688  0.097
H: -1.3970 0.0025 -1.9503  0.116
H: 1.9406 1.8381 1.1957  0.079
H: 2.1122 2.6532 -0.3628  0.076

## Properties
lowest unoccupied orbital energy: 0.89 eV
F_max: 0.0150 Eh/bohr
highest occupied orbital energy: -8.725 eV
orbital gap: 9.62 eV
energy: -360.522197 Ha
ΔE to the lowest compared entry with this formula, charge and spin: 386.53 kJ/mol
M: 99.09 g mol⁻¹

The following is a DFT calculation (ωB97M-V with the def2-TZVPD basis set) of C38H38Cl4NO9P2RuTe as an isolated structure at a distorted geometry.

Each line ends with the Mulliken spin population.
Geometry (Å):
Te: -0.4455 -2.8300 -2.0151  0.980
Ru: 0.2422 0.4181 -0.1687  2.333
Cl: -2.6964 -1.6961 5.1522  0.013
Cl: -3.9923 -1.7618 -1.1255  -0.001
Cl: -0.1803 1.8452 -2.4938  0.064
Cl: -4.6931 1.4641 -5.3794  0.001
P: 2.3373 2.0369 1.5011  0.034
P: -0.6732 2.7469 1.9326  0.010
O: 1.9378 1.5680 0.1206  0.050
O: 3.6337 2.9399 1.4309  -0.001
O: -1.0699 1.6792 3.0620  0.000
O: 1.3566 4.3760 1.6199  0.001
O: 2.7764 -1.1736 1.2286  0.075
O: -1.3665 4.0428 2.0911  0.003
O: -1.5237 -0.3259 -0.7707  0.013
O: -0.7768 2.0242 0.5944  0.079
O: 2.6656 0.8527 2.4320  0.005
N: 0.9960 -1.3170 -0.2604  0.010
C: 1.9953 -1.7993 0.4607  0.129
C: 1.6374 -4.8139 -2.8370  -0.039
C: 0.8907 -2.1240 6.8342  0.210
C: 1.3674 3.2456 3.7828  0.001
C: -1.4856 -4.3208 -3.1113  0.072
C: 2.3766 -2.5253 -3.2140  -0.050
C: -2.3600 -5.1723 -2.4246  -0.147
C: 3.8272 -4.4073 -3.7086  0.028
C: 1.4077 -5.5362 0.7284  0.009
C: -1.3437 -4.4068 -4.5022  -0.063
C: -1.7563 1.1147 -2.7069  -0.040
C: -3.6757 -7.3042 -5.2873  -0.002
C: -2.5612 -5.0673 -0.9361  0.084
C: -0.4577 -3.4856 -5.3006  0.046
C: 1.7653 -1.9733 5.7584  -0.112
C: -2.0589 -5.3856 -5.1796  -0.009
C: -2.9106 -6.2629 -4.5194  0.024
C: 1.1088 3.1209 2.2828  -0.004
C: -4.2001 -0.0640 -3.2024  -0.002
C: 1.1777 -4.1643 0.7119  0.115
C: -0.5848 -1.3969 2.9466  0.366
C: -2.5092 1.5375 -3.7884  -0.008
C: -3.7347 0.9476 -4.0256  0.006
C: 2.6630 -6.0347 0.4154  0.003
C: 1.2742 -1.7391 4.4953  0.156
C: 2.2158 -3.2880 0.4081  -0.036
C: 2.1663 -1.0379 -3.2074  0.025
C: -0.9730 -1.8051 5.3624  0.171
C: -3.4306 -0.4596 -2.1280  0.024
C: -2.1869 0.1232 -1.8075  0.071
C: 3.5852 -3.0431 -3.6745  -0.008
C: 3.6990 -5.1586 0.1148  0.012
C: 3.4820 -3.7902 0.1318  -0.003
C: 1.4092 -3.4397 -2.7912  0.072
C: -3.0549 -6.1364 -3.1437  -0.009
C: -0.4818 -2.0384 6.6288  -0.095
C: -0.1202 -1.6442 4.2412  -0.015
C: 2.8513 -5.2997 -3.2908  -0.008
H: 0.5176 -3.9420 -5.4839  0.004
H: 3.0304 -6.3665 -3.3151  0.000
H: -1.1733 -2.1504 7.4527  -0.001
H: -4.2202 -7.9690 -4.6186  0.000
H: -3.0057 -7.9091 -5.8996  0.002
H: 1.9509 -1.6258 3.6569  0.044
H: 2.4806 -0.6042 -2.2563  0.015
H: 1.2715 -2.3058 7.8302  0.018
H: 2.8403 -7.1026 0.4241  0.000
H: 4.2905 -3.0984 -0.0674  -0.002
H: -0.9159 -3.2672 -6.2649  0.005
H: 2.7285 -0.0358 1.8750  0.007
H: -5.1495 -0.5424 -3.3944  0.000
H: 4.7791 -4.7736 -4.0713  0.001
H: 0.1349 -1.2173 2.1603  0.325
H: 0.6326 3.9282 4.2119  0.000
H: -3.7280 -6.8031 -2.6162  0.000
H: 1.1184 -0.7679 -3.3546  0.012
H: 2.7424 -0.5666 -4.0034  0.003
H: 3.3992 3.8433 1.1625  0.000
H: -1.9579 -5.4547 -6.2580  0.003
H: -2.9059 -4.0695 -0.6497  -0.004
H: -0.2814 -2.5280 -4.8067  -0.006
H: 1.2890 2.2788 4.2769  0.001
H: 2.8340 -2.0389 5.9151  -0.005
H: 0.5067 4.8516 1.6215  0.000
H: -4.3975 -6.8361 -5.9589  0.002
H: 0.8691 -5.5072 -2.5184  0.003
H: -1.7333 2.0331 3.6670  0.001
H: 4.3460 -2.3540 -4.0213  0.000
H: 0.6118 -6.2149 1.0092  0.001
H: 0.2110 -3.7644 1.0006  -0.005
H: -2.1345 2.3154 -4.4381  -0.001
H: 2.3635 3.6562 3.9512  0.000
H: -1.6344 -1.3210 2.7106  -0.042
H: -1.6358 -5.2656 -0.3946  -0.021
H: 4.6825 -5.5449 -0.1212  0.001
H: -3.3070 -5.7833 -0.5941  0.002

## Properties
2S+1: 6
lowest unoccupied orbital energy (spin up / spin down): 0.15 / -3.15 eV
F_max: 0.0262 Eh/bohr
expectation value of S²: 8.810
highest occupied orbital energy (spin up / spin down): -7.110 / -8.156 eV
orbital gap (spin up / spin down): 7.26 / 5.01 eV
energy: -5089.291971 Ha
ΔE to the lowest compared entry with this formula, charge and spin: 55.99 kJ/mol
M: 1085.15 g mol⁻¹

The following is a DFT calculation (ωB97M-V with the def2-TZVPD basis set) of a 2-piece molecular cluster, C3H10N2S overall at a distorted geometry.

Each line ends with the Löwdin charge.
Geometry (Å):
S: 1.1545 0.8563 -1.5345  0.603
N: -1.0548 -1.7942 0.9200  0.018
N: 0.8454 -2.7416 0.1253  0.041
C: -0.2955 2.6117 -0.1109  -0.208
C: -0.5284 1.5444 -1.2137  -0.586
C: 0.1644 -2.1923 1.1680  -0.414
H: 0.2410 -2.8550 -0.7172  0.116
H: 1.3711 0.3104 -0.2258  -0.110
H: 0.1001 2.2796 0.8627  0.066
H: -1.1532 0.7487 -0.8332  0.037
H: -1.3920 -1.3233 1.8389  0.060
H: 0.3907 3.3428 -0.5664  0.055
H: 0.6277 -2.3468 2.1665  0.120
H: 1.6243 -3.3768 0.2760  0.089
H: -0.8566 1.7723 -2.2143  0.048
H: -1.2387 3.1638 0.0587  0.064

## Properties
structure (SMILES): [H]/N=C/N.CCS
lowest unoccupied orbital energy: 0.81 eV
F_max: 0.0701 Eh/bohr
highest occupied orbital energy: -8.616 eV
orbital gap: 9.43 eV
energy: -627.963558 Ha
ΔE to the lowest compared entry with this formula, charge and spin: 81.58 kJ/mol
M: 106.19 g mol⁻¹